Model w:
The molecule C2H4. Source: the Open Molecules 2025 dataset; level of theory: ωB97M-V/def2-TZVPD.

Element x y z (Å)
C1 -0.273 -0.133 0.847
C2 0.283 0.160 -0.852
H1 0.559 -0.260 1.464
H2 -1.327 -0.274 1.108
H3 1.320 0.019 -1.019
H4 -0.511 -0.018 -1.554

Properties
HOMO energy (alpha / beta) ... -0.332 / -0.329 Ha
Net charge ... 0
Frontier orbital gap (alpha / beta) ... 9.5 / 9.3 eV
LUMO (alpha / beta) ... 0.44 / 0.38 eV
SMILES ... C=C


Model x:
A cluster of 3 separate species, C2H4 in total. Source: the Open Molecules 2025 dataset; level of theory: ωB97M-V/def2-TZVPD.

Element x y z (Å)
C1 0.101 -0.499 0.306
C2 -0.562 0.425 -0.331
H1 0.486 -0.664 1.339
H2 2.061 1.058 -1.130
H3 2.079 0.445 -0.795
H4 -1.860 -0.393 0.737

Properties
HOMO energy ... -0.387 Ha
Net charge ... 0
Frontier orbital gap ... 9.1 eV
LUMO ... -1.42 eV


Of them, model x has the lowest stability.


Model w:
The molecule C24H29N3O6S. Source: the Open Molecules 2025 dataset; level of theory: ωB97M-V/def2-TZVPD.

Element x y z (Å)
S1 -0.042 1.013 0.286
O1 -4.425 -0.247 0.776
O2 2.879 3.433 -0.697
O3 2.225 -0.259 3.185
O4 3.628 -1.927 1.342
O5 0.529 -0.254 -0.069
O6 -0.370 1.253 1.661
N1 -1.454 1.270 -0.589
N2 1.879 4.341 -0.553
N3 -2.340 -1.099 0.575
C1 -0.414 -2.605 2.090
C2 -2.677 -0.103 -3.808
C3 -1.542 -0.023 -4.601
C4 -1.894 -2.823 2.268
C5 3.316 1.039 -0.574
C6 -1.499 0.809 -1.917
C7 1.574 -1.294 2.567
C8 2.408 2.200 -0.478
C9 0.318 -3.387 1.211
C10 4.527 -1.402 2.294
C11 -1.552 -0.474 -6.030
C12 -0.357 0.895 -2.708
C13 2.308 -2.096 1.677
C14 -0.511 4.347 -0.002
C15 -3.240 -0.106 0.545
C16 -2.660 -2.445 0.991
C17 0.791 3.691 -0.247
C18 -2.664 0.300 -2.484
C19 -2.667 1.278 0.196
C20 1.068 2.294 -0.195
C21 0.228 -1.576 2.764
C22 1.514 0.533 4.108
C23 1.661 -3.132 1.017
C24 -0.382 0.479 -4.025
H1 -3.567 0.206 -1.904
H2 4.111 1.127 0.164
H3 -1.358 -0.922 0.420
H4 1.152 -0.065 4.951
H5 -2.261 -2.214 3.095
H6 2.244 -3.726 0.331
H7 -0.351 -0.954 3.427
H8 4.417 -1.895 3.263
H9 -3.437 1.865 -0.311
H10 -2.396 -3.133 0.182
H11 -2.426 1.767 1.143
H12 0.677 1.044 3.626
H13 -3.595 -0.492 -4.224
H14 4.402 -0.325 2.429
H15 -0.992 -1.404 -6.133
H16 -1.081 0.269 -6.670
H17 -3.738 -2.484 1.162
H18 0.519 0.551 -4.617
H19 2.232 1.267 4.472
H20 0.556 1.281 -2.290
H21 -1.232 4.035 -0.756
H22 -0.156 -4.197 0.677
H23 -0.389 5.426 -0.038
H24 -2.099 -3.872 2.492
H25 -0.889 4.048 0.974
H26 -2.567 -0.645 -6.377
H27 2.758 0.124 -0.399
H28 5.521 -1.609 1.895
H29 3.781 1.008 -1.559

Properties
HOMO energy ... -0.294 Ha
Net charge ... 0
Frontier orbital gap ... 8.6 eV
LUMO ... 0.60 eV
SMILES ... COc1ccc(CCNC(=O)CN(c2ccc(C)cc2)S(=O)(=O)c2c(C)noc2C)cc1OC


Model x:
The molecule C24H29N3O6S. Source: the Open Molecules 2025 dataset; level of theory: ωB97M-V/def2-TZVPD.

Element x y z (Å)
S1 -1.243 4.472 -0.408
O1 -1.557 -0.044 -2.375
O2 7.481 -0.763 -0.905
O3 8.652 -0.790 1.114
O4 4.598 1.152 2.137
O5 -5.820 -2.052 -0.265
O6 -6.688 -0.239 1.331
N1 5.057 -0.458 0.615
N2 -3.046 2.697 0.117
N3 -1.422 2.002 -1.403
C1 1.744 2.746 -0.574
C2 9.837 -0.140 0.699
C3 -7.248 0.687 2.244
C4 2.811 2.330 0.199
C5 -3.249 0.531 -0.830
C6 6.288 -0.862 1.242
C7 -5.410 -3.100 -1.123
C8 -6.416 -4.231 -0.977
C9 -3.733 1.512 0.032
C10 -8.484 0.041 2.850
C11 -1.915 2.976 -0.583
C12 1.014 1.823 -1.312
C13 -5.080 -0.921 -0.224
C14 2.446 0.064 -0.503
C15 4.337 0.597 1.089
C16 7.584 -2.159 -1.124
C17 -5.568 0.086 0.662
C18 -4.890 1.286 0.777
C19 3.181 0.990 0.233
C20 -2.033 0.761 -1.601
C21 1.369 0.479 -1.263
C22 -3.935 -0.685 -0.950
C23 7.506 -0.361 0.445
C24 -0.178 2.252 -2.129
H1 6.334 -1.951 1.331
H2 0.792 -0.241 -1.823
H3 8.322 -2.605 -0.453
H4 -0.233 1.670 -3.052
H5 -6.442 -4.572 0.054
H6 -3.525 -1.413 -1.630
H7 7.471 0.740 0.383
H8 9.787 0.930 0.924
H9 -7.520 1.614 1.721
H10 -6.137 -5.059 -1.622
H11 3.375 3.038 0.788
H12 -6.519 0.926 3.030
H13 -4.405 -3.444 -0.843
H14 4.941 -0.722 -0.351
H15 6.620 -2.660 -0.986
H16 -5.382 -2.745 -2.162
H17 -5.241 2.063 1.438
H18 1.471 3.789 -0.598
H19 -7.407 -3.882 -1.250
H20 7.907 -2.279 -2.156
H21 -8.946 0.721 3.559
H22 2.695 -0.987 -0.460
H23 -3.382 3.436 0.720
H24 -0.129 3.319 -2.355
H25 10.006 -0.272 -0.374
H26 -8.208 -0.877 3.360
H27 10.647 -0.599 1.261
H28 6.316 -0.418 2.239
H29 -9.197 -0.199 2.066

Properties
HOMO energy ... -0.293 Ha
Net charge ... 0
Frontier orbital gap ... 8.4 eV
LUMO ... 0.44 eV
SMILES ... CCOc1cc2[nH]c(=S)n(Cc3ccc(C(=O)NCC(OC)OC)cc3)c(=O)c2cc1OCC


Of them, model w has the lowest stability.


Model w:
The molecule C5H13N2P. Source: the Open Molecules 2025 dataset; level of theory: ωB97M-V/def2-TZVPD.

Element x y z (Å)
P1 0.165 -0.125 0.213
N1 1.687 -0.766 0.581
N2 -0.126 0.559 -1.178
C1 -0.503 0.761 -2.623
C2 2.503 -0.855 1.501
C3 -0.708 -1.783 -0.052
C4 0.610 1.626 -0.364
C5 -0.785 0.312 1.806
H1 1.484 2.019 -0.808
H2 -1.812 -0.086 1.671
H3 -1.802 -1.707 0.186
H4 -0.312 -0.176 2.678
H5 -0.347 -2.550 0.747
H6 2.310 -0.857 2.601
H7 -0.107 2.516 -0.123
H8 -1.052 1.731 -2.691
H9 -1.186 -0.032 -2.987
H10 3.327 -1.570 1.289
H11 0.410 0.731 -3.156
H12 -0.872 1.463 1.884
H13 -0.551 -2.086 -1.086

Properties
HOMO energy ... -0.301 Ha
Net charge ... 0
Frontier orbital gap ... 9.2 eV
LUMO ... 0.99 eV
SMILES ... C=NP1(C)(C)CN1C


Model x:
The molecule C5H13N2P. Source: the Open Molecules 2025 dataset; level of theory: ωB97M-V/def2-TZVPD.

Element x y z (Å)
P1 0.971 0.874 2.055
N1 -1.264 0.572 0.365
N2 0.920 -0.309 -0.590
C1 -2.207 0.859 1.412
C2 0.947 -1.802 -0.451
C3 2.275 0.261 -0.828
C4 -1.763 0.382 -1.007
C5 0.109 0.430 0.609
H1 -0.913 0.327 -1.669
H2 1.886 -2.228 -0.440
H3 -1.756 1.232 2.311
H4 2.748 -0.203 -1.747
H5 2.951 -0.073 -0.064
H6 -2.574 -0.121 1.690
H7 0.374 -2.088 0.419
H8 -3.055 1.396 1.129
H9 0.441 -2.334 -1.404
H10 -2.339 -0.522 -1.095
H11 -2.404 1.244 -1.203
H12 2.317 0.754 1.481
H13 2.335 1.348 -0.974

Properties
HOMO energy ... -0.270 Ha
Net charge ... 0
Frontier orbital gap ... 8.2 eV
LUMO ... 0.87 eV
SMILES ... CN(C)C(=P)N(C)C


Of them, model w has the lowest stability.


Model w:
A cluster of 4 separate species, H8O4 in total. Source: the Open Molecules 2025 dataset; level of theory: ωB97M-V/def2-TZVPD.

Element x y z (Å)
O1 20.033 -20.138 -5.628
O2 19.139 -26.467 -12.886
O3 21.243 -22.965 -9.398
O4 18.274 -24.079 -6.016
H1 17.903 -24.497 -5.239
H2 18.972 -25.874 -13.619
H3 20.580 -23.463 -9.877
H4 20.207 -20.750 -6.343
H5 18.616 -24.805 -6.538
H6 20.085 -26.611 -12.905
H7 19.103 -19.929 -5.711
H8 21.821 -23.631 -9.026

Properties
HOMO energy ... -0.410 Ha
Net charge ... 0
Frontier orbital gap ... 11.6 eV
LUMO ... 0.42 eV
SMILES ... O.O.O.O


Model x:
A cluster of 4 separate species, H8O4 in total. Source: the Open Molecules 2025 dataset; level of theory: ωB97M-V/def2-TZVPD.

Element x y z (Å)
O1 3.006 1.405 -0.225
O2 -3.262 -2.764 0.967
O3 0.075 -0.154 -0.264
O4 -0.216 1.943 -1.662
H1 -2.829 -2.089 1.489
H2 -0.772 -0.531 -0.025
H3 3.771 1.000 0.185
H4 -0.169 1.129 -1.161
H5 -2.639 -3.491 0.951
H6 -0.081 2.632 -1.012
H7 0.712 -0.648 0.254
H8 2.404 1.568 0.501

Properties
HOMO energy ... -0.382 Ha
Net charge ... 0
Frontier orbital gap ... 10.4 eV
LUMO ... -0.01 eV
SMILES ... O.O.O.O


Of them, model x has the lowest stability.


Model w:
A cluster of 4 separate species, H8O4 in total. Source: the Open Molecules 2025 dataset; level of theory: ωB97M-V/def2-TZVPD.

Element x y z (Å)
O1 -15.521 7.370 3.723
O2 -15.334 3.299 1.019
O3 -17.818 4.359 2.737
O4 -15.209 5.626 2.398
H1 -15.721 4.941 1.966
H2 -14.593 7.408 3.492
H3 -14.690 3.854 0.577
H4 -15.843 6.577 3.293
H5 -16.152 3.461 0.549
H6 -14.298 5.377 2.244
H7 -17.081 4.938 2.544
H8 -18.335 4.837 3.386

Properties
HOMO energy ... -0.380 Ha
Net charge ... 0
Frontier orbital gap ... 10.5 eV
LUMO ... 0.14 eV
SMILES ... O.O.O.O


Model x:
A cluster of 4 separate species, H8O4 in total. Source: the Open Molecules 2025 dataset; level of theory: ωB97M-V/def2-TZVPD.

Element x y z (Å)
O1 1.111 1.324 -0.175
O2 -0.789 1.142 -0.260
O3 -3.055 -1.331 -0.246
O4 2.859 -1.680 -0.297
H1 -2.144 -1.098 -0.033
H2 3.111 -1.097 0.428
H3 1.985 -2.000 -0.048
H4 1.772 1.098 0.489
H5 -3.370 -1.790 0.541
H6 -0.808 1.908 -0.846
H7 -1.494 1.315 0.374
H8 0.822 2.209 0.074

Properties
HOMO energy ... -0.343 Ha
Net charge ... 0
Frontier orbital gap ... 9.7 eV
LUMO ... 0.40 eV
SMILES ... O.O.O.O


Of them, model x has the lowest stability.